Record 1
Density functional theory data (the ωB97M-V functional and the def2-TZVPD basis) for C48H70Cl5Ge2N4O3P2Pb as an isolated structure.

CARTESIAN COORDINATES (ANGSTROEM)
Pb -0.650 0.943 -0.804
Ge -2.078 -1.978 1.817
Ge -1.948 2.029 1.332
Cl -4.791 3.793 -4.534
Cl -2.773 6.161 -4.684
Cl -4.182 1.352 -2.736
Cl -0.092 6.013 -3.071
Cl 0.435 3.561 -1.220
P 2.867 -0.082 -2.900
P 2.666 -0.112 0.511
O -2.646 -0.765 -0.015
O -0.391 -2.463 -0.452
O -1.786 -1.366 -2.569
N 3.426 2.506 0.243
N -4.761 -1.332 -0.538
N 3.707 2.490 -2.509
N 0.805 -3.815 -1.816
C -2.747 -0.495 3.011
C 4.050 -1.811 2.204
C -3.472 -1.249 -0.838
C 4.014 -1.670 -4.814
C -4.268 -4.125 1.689
C 4.400 4.784 -2.476
C 3.829 3.623 -0.403
C -3.313 3.716 -3.659
C 5.597 -0.639 -3.188
C -5.268 -0.793 0.720
C -0.811 -2.347 -2.814
C -2.985 -3.611 1.043
C -4.067 -0.818 6.553
C -3.616 -2.412 4.361
C -0.843 3.362 2.363
C -0.942 3.273 3.885
C -1.226 4.724 -3.007
C -0.124 -2.878 -1.576
C -0.292 -2.457 2.607
C 4.334 -0.627 1.274
C -1.829 2.501 -2.139
C -3.517 -0.272 5.407
C 3.333 1.406 -1.873
C 4.359 -0.387 -4.050
C -3.066 -1.805 -2.213
C 3.202 1.406 -0.440
C 3.992 3.608 -1.810
C 5.218 -1.095 0.120
C -3.002 2.610 -2.866
C -3.692 2.968 0.992
C 4.648 5.915 -1.752
C -0.985 3.605 -2.225
C 4.078 4.810 0.321
C -0.464 -3.546 3.671
C 1.048 -4.359 -3.146
C -2.605 0.809 2.778
C -4.235 3.776 2.170
C -4.156 -2.967 5.510
C 1.620 -4.324 -0.724
C 1.757 0.774 -4.116
C 1.900 0.687 2.001
C 4.671 0.728 -5.051
C -3.294 -1.059 4.271
C 5.046 0.467 2.064
C -5.749 -1.887 -1.458
C 4.491 5.927 -0.347
C -4.396 -2.166 6.613
C -2.412 4.778 -3.737
H -1.012 -3.165 4.532
H 1.871 -5.064 -3.087
H 4.661 -1.745 -0.561
H 0.100 -1.549 3.064
H 1.318 -3.576 -3.858
H 5.447 -1.476 -2.505
H 3.754 -2.478 -4.126
H -5.668 -1.598 1.340
H -2.999 1.438 3.574
H -3.765 -1.443 -2.966
H -5.941 -1.210 -2.293
H -3.544 4.571 2.452
H 6.085 -1.645 0.494
H 5.258 1.342 1.454
H -4.400 3.148 3.048
H -2.200 -4.369 1.071
H 2.147 1.760 -4.366
H 4.875 -1.994 -5.404
H 4.701 6.837 0.200
H -6.679 -2.036 -0.917
H 5.615 0.497 -5.554
H -1.234 -3.184 -3.378
H -4.390 -4.024 5.542
H 4.962 6.822 -2.250
H -0.575 2.309 4.247
H 3.934 4.801 1.393
H 0.395 -2.765 1.830
H -3.254 0.776 5.411
H 5.582 -0.241 -0.452
H -4.426 2.220 0.679
H -1.973 3.396 4.223
H -4.237 -0.183 7.413
H 0.514 -3.881 4.020
H -0.053 -1.861 -3.434
H -4.080 -4.582 2.660
H 0.201 3.251 2.059
H -4.467 -0.294 1.258
H 4.461 0.786 2.927
H -5.189 4.240 1.914
H -3.113 -2.900 -2.192
H -3.540 3.630 0.134
H -0.996 -4.420 3.287
H 0.811 0.661 1.910
H 4.994 -2.198 2.595
H 2.237 1.716 2.090
H 1.606 -3.594 0.077
H 1.690 0.166 -5.019
H 0.755 0.879 -3.699
H -4.721 -4.889 1.055
H 6.450 -0.873 -3.829
H 4.506 4.765 -3.553
H -4.829 -2.586 7.511
H 3.903 0.811 -5.819
H -6.063 -0.076 0.514
H 3.543 -2.622 1.677
H -5.001 -3.329 1.830
H 1.243 -5.281 -0.353
H 3.434 -1.522 3.058
H 5.852 0.250 -2.607
H 2.646 -4.451 -1.066
H -5.428 -2.851 -1.851
H -1.156 4.354 2.026
H 6.001 0.081 2.435
H 0.176 -4.896 -3.528
H 4.775 1.684 -4.551
H 2.182 0.140 2.899
H -3.159 -3.370 0.001
H -3.444 -3.053 3.501
H -0.346 4.057 4.357
H 3.181 -1.515 -5.503

Cartesian forces (eV/Å) of the 3 atoms listed first:
Pb -0.101 -0.557 -0.212
Ge 0.243 0.216 0.137
Ge -0.456 0.377 0.692

Summary:
**Total charge**: +1
**E**: -262477.987 eV
**Strongest force on any atom**: 0.91 eV/A

Here are the Mulliken charges for atoms 1 to 5, given in e: 0.93, 2.76, 1.38, -0.18, -0.19

---

Record 2
Density functional theory data (the ωB97M-V functional and the def2-TZVPD basis) for a 9-piece molecular cluster, C48H74N8OP overall.

CARTESIAN COORDINATES (ANGSTROEM)
P -0.233 2.213 0.627
O 1.743 1.132 -1.410
N -0.919 -2.656 9.829
N 4.306 3.627 -7.370
N -5.096 -1.924 3.127
N 0.305 6.001 -0.289
N 0.568 -4.786 -5.150
N -6.835 -2.026 -4.538
N 3.027 4.190 1.933
N 2.391 -0.899 -5.283
C -0.998 6.404 -0.439
C 1.482 -0.978 4.803
C 0.410 0.531 0.475
C 2.802 0.152 -4.511
C 1.110 -6.779 -4.358
C 5.908 4.500 -8.624
C -5.482 -0.765 -5.752
C 3.057 -0.889 -6.479
C 3.395 5.005 3.956
C -1.031 -2.496 8.477
C 1.022 -3.071 2.319
C 1.710 -4.613 -4.414
C -3.985 -2.329 2.444
C -1.071 1.896 4.621
C 5.010 5.534 -8.246
C -6.744 -0.849 -5.228
C 3.904 0.186 -6.471
C -5.286 -0.582 2.959
C 2.073 -5.833 -3.910
C -1.212 6.629 -1.772
C -2.508 -2.809 -1.579
C 3.744 0.847 -5.221
C 1.617 0.435 -0.444
C -4.785 -1.941 -5.362
C -1.280 1.803 3.108
C -4.279 -0.118 2.154
C 1.449 -2.509 4.804
C 0.208 1.214 5.115
C -0.469 -4.167 -0.785
C -3.452 -1.227 1.826
C 3.088 3.865 3.265
C -1.778 -1.807 10.469
C 0.519 -3.144 3.773
C 0.196 -6.102 -5.120
C -1.399 -3.810 -1.939
C 0.223 -2.948 -0.132
C -0.116 -2.732 1.357
C -2.451 -1.092 9.515
C -5.646 -2.698 -4.614
C 0.924 5.974 -1.512
C -0.233 2.662 2.363
C 0.133 -0.323 5.091
C 4.033 4.964 -7.474
C 5.446 3.337 -8.068
C -1.977 -1.529 8.249
C 3.310 5.523 1.768
C 3.534 6.055 3.008
C 0.006 6.356 -2.452
H -1.251 0.758 2.784
H 1.083 1.568 4.558
H 1.911 -0.576 3.874
H 3.337 5.973 0.789
H 0.357 -4.188 4.041
H -5.688 -2.527 3.669
H 2.170 -3.645 -4.310
H -2.867 -2.995 -0.564
H -7.582 -0.177 -5.294
H 2.934 -6.028 -3.294
H -2.299 -1.179 7.282
H 2.875 -1.641 -7.227
H 0.187 6.442 -3.510
H -2.162 -1.777 -1.653
H 2.394 0.310 -3.529
H 4.266 1.726 -4.878
H -2.570 -1.226 1.208
H -0.382 -0.111 0.078
H 0.476 3.107 -0.181
H 0.077 -4.063 -5.643
H -1.652 6.507 0.411
H 0.770 2.445 2.734
H -0.303 -3.304 10.286
H -0.201 -0.645 6.080
H 1.306 -3.068 -0.228
H -2.136 6.965 -2.212
H -1.551 2.238 0.171
H -0.680 -6.445 -5.643
H -1.922 1.434 5.124
H -1.852 -4.729 -2.317
H 2.172 -0.676 5.597
H -0.402 -1.691 1.530
H 5.835 2.334 -8.111
H 3.522 5.079 5.023
H -4.158 0.902 1.826
H 0.375 1.543 6.142
H -1.840 -1.783 11.543
H 1.960 5.695 -1.610
H -0.454 -2.649 3.835
H -0.438 -3.082 7.796
H 2.364 -0.328 -0.172
H -2.270 2.194 2.861
H -5.104 0.044 -6.355
H 2.467 -2.892 4.686
H -1.052 2.954 4.897
H -3.669 -3.358 2.454
H -3.201 -0.342 9.703
H 6.790 4.599 -9.234
H 1.706 -1.575 -5.003
H 3.785 7.082 3.214
H -0.814 -3.409 -2.773
H -3.358 -2.940 -2.248
H 2.852 3.552 1.179
H 1.096 -7.835 -4.149
H -7.651 -2.349 -4.053
H 5.073 6.576 -8.513
H 3.751 2.961 -6.861
H 3.171 5.394 -6.993
H 0.751 5.794 0.588
H -3.769 -2.203 -5.610
H 0.297 -4.842 -1.175
H 1.123 -2.819 5.801
H 1.435 -4.043 2.035
H 1.832 -2.340 2.223
H -0.456 3.721 2.487
H -1.022 -4.731 -0.030
H -6.116 -0.075 3.419
H -5.518 -3.656 -4.139
H -0.037 -2.061 -0.721
H -0.982 -3.333 1.642
H -0.624 -0.641 4.368
H 0.653 0.154 1.471
H 2.926 2.857 3.607
H 4.568 0.464 -7.272

Cartesian forces (eV/Å) of the 3 atoms listed first:
P -0.278 0.157 0.167
O -0.046 0.151 0.119
N 0.003 0.008 -0.004

Summary:
**Total charge**: +1
**E**: -74224.711 eV
**Strongest force on any atom**: 0.52 eV/A

Here are the Mulliken charges for atoms 1 to 5, given in e: 0.07, -0.54, 0.00, 0.11, -0.01